Below is a molecular structure, C21H14CdF12INO2, with properties calculated with ωB97M-V with the def2-TZVPD basis set.

Each line ends with the Löwdin charge.
Geometry (Å):
Cd (0.755, 1.531, 1.532)  1.350
C (-5.221, -1.785, 1.233)  -0.076
C (-3.841, -1.283, 0.883)  -0.293
C (-3.575, -0.664, -0.334)  -0.068
C (-2.312, -0.202, -0.623)  -0.046
C (-1.211, -0.340, 0.256)  -0.238
N (0.034, 0.163, -0.095)  -0.022
C (0.552, -0.015, -1.346)  -0.236
C (0.003, -0.964, -2.251)  -0.049
C (0.406, -1.080, -3.566)  -0.086
C (1.418, -0.283, -4.076)  -0.313
C (1.861, -0.368, -5.517)  -0.087
C (2.078, 0.540, -3.167)  -0.011
C (1.740, 0.656, -1.822)  -0.053
C (2.646, 1.448, -0.846)  -0.401
O (2.006, 2.364, -0.091)  -0.259
C (3.426, 0.366, 0.054)  -0.531
F (4.664, 0.038, -0.413)  0.107
F (2.767, -0.787, 0.181)  0.144
F (3.609, 0.843, 1.300)  0.102
C (3.777, 2.293, -1.558)  -0.546
F (4.553, 2.885, -0.628)  0.127
F (4.649, 1.670, -2.396)  0.090
F (3.225, 3.280, -2.288)  0.129
C (-1.503, -0.896, 1.535)  -0.057
C (-2.797, -1.360, 1.790)  -0.017
C (-0.494, -0.922, 2.729)  -0.415
O (0.729, -0.408, 2.538)  -0.248
C (-0.228, -2.409, 3.163)  -0.540
F (0.426, -3.049, 2.182)  0.145
F (-1.301, -3.189, 3.454)  0.103
F (0.552, -2.450, 4.262)  0.130
C (-1.195, -0.178, 3.959)  -0.539
F (-1.866, 0.914, 3.555)  0.112
F (-0.293, 0.237, 4.858)  0.130
F (-2.087, -0.937, 4.656)  0.101
H (-5.733, -2.175, 0.350)  0.062
H (-5.848, -0.988, 1.651)  0.070
H (-5.169, -2.585, 1.976)  0.066
H (-4.377, -0.525, -1.055)  0.100
H (-2.134, 0.306, -1.561)  0.111
H (-0.779, -1.616, -1.890)  0.097
H (-0.084, -1.807, -4.211)  0.095
H (1.058, -0.749, -6.153)  0.058
H (2.724, -1.033, -5.641)  0.065
H (2.152, 0.614, -5.900)  0.064
H (2.917, 1.097, -3.555)  0.099
H (-3.020, -1.779, 2.761)  0.105
I (-1.478, 4.419, 1.869)  0.389
C (0.381, 3.465, 2.503)  -0.807
H (0.308, 3.519, 3.588)  -0.107
H (1.130, 4.181, 2.169)  -0.103

Calculated values
HOMO-LUMO gap: 0.200 hartree
Total charge: -2
Lowest unoccupied orbital energy: 4.4 eV
HOMO level: -1.1 eV